65
Properties=species:S:1:pos:R:3:forces:R:3 method="wB97M-V/def2-TZVPD" de_lowest_ev=0.000 orbital_gap_ha="0.232 / 0.318" multiplicity=4
P 0.1564 -1.8139 -3.9143 -0.3 -0.6 -2.0
P 0.0907 1.2473 -3.8129 0.2 0.7 -1.8
C -0.1959 -0.9392 -5.5569 0.0 0.1 0.4
C 0.3342 0.4823 -5.5292 0.0 -0.1 0.4
H -1.2817 -0.9577 -5.7262 0.2 0.1 0.1
H 0.2926 -1.5141 -6.3583 -0.4 0.1 0.2
H 1.4074 0.5119 -5.7676 -0.2 -0.1 0.1
H -0.2039 1.1066 -6.2593 0.4 -0.1 0.2
C -1.4898 2.0457 -4.3468 -0.2 0.1 0.4
H -1.7749 2.8067 -3.6155 -0.2 -0.1 -0.1
H -2.2906 1.3008 -4.4269 0.1 0.2 0.1
H -1.3324 2.5224 -5.3231 -0.2 -0.1 0.3
C 1.1731 2.6652 -4.2609 0.1 0.3 0.4
H 0.8464 3.0840 -5.2194 0.2 0.0 0.2
H 2.2095 2.3204 -4.3439 -0.1 0.1 0.1
H 1.1082 3.4251 -3.4780 0.2 0.1 -0.2
C -0.9351 -3.2160 -4.3777 0.0 -0.3 0.4
H -0.8015 -4.0238 -3.6539 -0.2 -0.1 -0.2
H -0.6730 -3.5629 -5.3830 -0.2 -0.1 0.2
H -1.9783 -2.8837 -4.3611 0.1 -0.1 0.0
C 1.7057 -2.5538 -4.6016 0.3 -0.2 0.4
H 2.4923 -1.7951 -4.6894 -0.1 -0.2 0.0
H 1.4860 -2.9709 -5.5933 0.2 0.0 0.3
H 2.0488 -3.3556 -3.9428 0.2 0.1 -0.1
Co 0.0328 -0.4834 2.0677 0.1 0.1 0.3
C 0.7146 1.1113 0.6798 -1.4 1.1 -0.5
C -0.6693 1.0124 0.6753 1.2 1.1 -0.8
C -1.5095 0.3144 -0.3584 -0.3 -0.1 -0.7
C -1.8660 -1.1459 -0.0318 -0.6 0.4 0.1
C -0.7808 -1.9089 0.6456 1.4 -1.3 -1.1
C 0.5946 -1.8165 0.4449 -1.6 -1.2 -0.7
C 1.2938 -1.0225 -0.6159 0.1 0.3 -0.8
C 1.7005 0.3971 -0.1786 0.6 -0.4 -0.1
C 0.2209 -1.9758 3.2904 0.5 -1.3 1.0
H 1.1395 1.9728 1.2130 -0.2 -0.6 0.3
H -1.2168 1.7525 1.2685 0.3 -0.4 0.1
H -1.0309 0.3865 -1.3530 -0.1 -0.1 0.5
H -2.4621 0.8611 -0.4263 0.3 -0.1 -0.1
H -2.7250 -1.1448 0.6614 0.2 0.0 -0.2
H -2.2208 -1.6457 -0.9486 0.2 0.0 0.2
H -1.1382 -2.7667 1.2309 0.3 0.5 0.0
H 1.2108 -2.6028 0.8950 -0.3 0.5 0.2
H 0.6983 -0.9971 -1.5501 0.2 0.1 0.7
H 2.2224 -1.5546 -0.8769 -0.3 0.1 0.1
H 2.6328 0.3125 0.4098 -0.3 0.1 -0.2
H 1.9523 0.9926 -1.0723 -0.1 -0.1 0.3
H 1.0306 -1.7020 3.9898 -0.4 -0.5 -0.2
H 0.3998 -2.9413 2.7936 -0.1 0.1 0.6
H -0.7567 -1.9579 3.8070 0.3 -0.3 0.0
O -2.3562 0.4312 3.9595 1.3 0.3 0.6
C -1.2351 0.7325 4.3783 0.7 -0.2 -1.6
N -0.0673 0.6056 3.6092 -0.2 1.9 1.2
S 1.3322 1.2506 4.2765 -2.5 -0.3 0.9
O 2.3400 0.2464 4.4572 0.2 0.1 -0.3
O 1.6800 2.4902 3.6400 0.2 -0.1 -0.2
C 0.4920 1.5389 5.8202 0.3 0.3 0.9
C 1.0681 1.9252 7.0318 -0.5 0.0 0.0
C 0.2476 1.9802 8.1733 -0.1 -0.1 -0.5
C -1.1238 1.6703 8.0738 0.3 0.0 -0.3
C -1.6867 1.3075 6.8447 0.4 0.1 -0.4
C -0.8574 1.2420 5.7109 -0.4 0.0 1.5
H 2.1269 2.1703 7.0716 -0.2 -0.1 0.1
H 0.6739 2.2545 9.1444 -0.2 -0.1 -0.4
H -1.7490 1.7091 8.9645 0.1 0.0 -0.2
H -2.7471 1.0667 6.7250 0.4 0.1 0.2

***

15
Properties=species:S:1:pos:R:3:forces:R:3 method="wB97M-V/def2-TZVPD" de_lowest_ev=2.529 orbital_gap_ha=0.329 smiles="CO/C(=N/N)SC"
C 1.5315 2.0252 -0.0736 0.5 0.2 0.4
C 0.3368 -0.0268 0.0173 -0.1 1.0 -0.4
C -2.4055 0.5902 0.2075 0.1 -0.3 1.5
H 2.1322 1.9205 0.8437 -0.2 0.1 -0.3
H 1.4249 3.0860 -0.3534 -0.7 -0.5 0.5
H 2.0950 1.5861 -0.8742 0.3 -0.5 -0.4
H -2.6448 1.3647 -0.5329 0.4 -0.5 0.0
H -3.3147 0.0429 0.5423 0.5 0.6 -0.3
H -1.9098 1.0265 1.0998 -0.8 0.1 -0.6
H 2.3718 -2.3300 0.4283 -0.7 0.5 -0.5
H 0.7444 -2.4674 0.5709 -0.5 0.3 0.1
N 1.4450 -0.6363 0.0087 -0.4 0.7 0.8
N 1.4707 -2.0090 0.0388 1.1 -1.2 -0.2
O 0.2741 1.3596 0.0791 0.2 -0.6 -0.5
S -1.2674 -0.7575 -0.2248 0.2 0.0 -0.3

***

Table of total energy (eV), in record order: -98050.0740; -19101.9727